[1]
Below is 2 unconnected molecules or ions with the total composition C4H11NSi at a distorted geometry, with properties calculated with the ωB97M-V functional and the def2-TZVPD basis.

XYZ file:
```
17
Properties=species:S:1:pos:R:3
C -1.282 -1.366 1.859
C -0.940 -1.216 0.601
C 2.083 0.677 0.779
C -0.916 0.412 -2.131
N 1.303 0.451 -0.389
Si -0.396 0.316 -0.310
H -1.213 -2.389 2.429
H -1.861 -0.668 2.426
H -0.641 -2.078 0.086
H 2.362 -0.343 1.228
H 2.848 1.459 0.660
H 1.322 1.241 1.422
H -0.967 -0.653 -2.660
H -2.004 0.789 -2.317
H -0.325 1.095 -2.722
H 1.753 0.203 -1.248
H -1.126 2.069 0.286
```

Calculated values
maximum force: 3.8 eV/A
relative energy (zero: lowest compared OMol25 entry of this formula, charge and spin): 63.96 kcal/mol
HOMO-LUMO gap: 10.01 eV
charge: 0


[2]
Below is a single C2H7N5 molecule at a distorted geometry, with properties calculated with the ωB97M-V functional and the def2-TZVPD basis.

XYZ file:
```
14
Properties=species:S:1:pos:R:3
C 0.414 0.293 0.089
C -1.895 -0.474 -0.053
H 2.459 -1.773 -0.585
H 2.637 -1.218 0.827
H 2.135 1.208 -0.535
H 0.374 2.082 -0.454
H -1.336 1.430 0.652
H -1.279 -1.226 -0.383
H -3.521 0.276 0.299
N 2.282 -0.930 -0.075
N 0.795 -0.965 0.214
N 1.143 1.367 -0.116
N -0.994 0.501 0.297
N -3.214 -0.569 -0.179
```

Calculated values
maximum force: 5.1 eV/A
relative energy (zero: lowest compared OMol25 entry of this formula, charge and spin): 49.78 kcal/mol
HOMO-LUMO gap: 9.71 eV
charge: 0
structure (SMILES): [H]/N=C\N/C(N)=N/N


[3]
Below is 11 unconnected molecules or ions with the total composition C11H44N22O11 at a distorted geometry, with properties calculated with the ωB97M-V functional and the def2-TZVPD basis.

XYZ file:
```
88
Properties=species:S:1:pos:R:3
C 2.233 -1.885 -2.846
O 1.615 -2.538 -1.937
N 3.235 -1.049 -2.694
N 1.613 -1.722 -4.002
H 3.856 -0.682 -3.401
H 3.465 -1.036 -1.711
H 1.846 -0.885 -4.516
H 0.786 -2.250 -4.242
C -2.008 -1.293 -3.071
O -1.557 -1.493 -4.140
N -2.583 -2.173 -2.320
N -2.268 -0.148 -2.633
H -3.198 -1.817 -1.602
H -2.472 -3.139 -2.594
H -2.861 0.046 -1.839
H -2.211 0.532 -3.379
C -4.435 -1.825 0.669
O -3.636 -1.371 -0.102
N -4.945 -1.065 1.633
N -4.632 -3.055 0.854
H -4.618 -0.114 1.725
H -5.372 -1.549 2.410
H -5.456 -3.124 1.433
H -4.330 -3.832 0.284
C 1.502 1.745 -4.589
O 2.678 1.530 -4.854
N 0.583 2.418 -5.242
N 0.903 1.138 -3.626
H 0.777 2.662 -6.203
H -0.373 2.392 -4.917
H 0.040 1.605 -3.387
H 1.413 0.488 -3.045
C -4.231 0.291 5.141
O -5.292 0.836 5.351
N -3.572 -0.498 5.955
N -3.629 0.489 4.097
H -4.001 -0.520 6.869
H -2.641 -0.827 5.744
H -2.701 0.100 4.014
H -4.223 0.929 3.409
C 0.532 -0.336 0.882
O 1.453 -0.267 1.615
N -0.647 -0.947 1.177
N 0.506 0.069 -0.341
H -0.855 -1.281 2.107
H -1.435 -0.855 0.553
H 1.195 0.782 -0.534
H 0.047 -0.501 -1.037
C 4.773 2.575 -2.048
O 4.841 2.915 -0.878
N 5.289 3.050 -3.116
N 4.246 1.518 -2.350
H 5.036 2.893 -4.081
H 5.939 3.754 -2.795
H 4.147 1.365 -3.343
H 3.743 0.977 -1.660
C -0.573 -1.439 5.063
O -1.247 -1.362 4.052
N 0.337 -0.564 5.325
N -0.621 -2.377 5.865
H 0.404 0.375 4.960
H 0.577 -0.717 6.294
H -0.069 -2.428 6.709
H -0.939 -3.225 5.417
C 2.702 2.548 3.596
O 3.669 1.981 4.070
N 2.030 1.927 2.747
N 2.298 3.693 3.865
H 1.134 2.300 2.468
H 2.378 1.112 2.263
H 2.982 4.318 4.268
H 1.517 4.032 3.322
C 1.374 4.725 -1.681
O 0.225 5.088 -1.955
N 1.648 3.728 -0.921
N 2.377 5.360 -2.119
H 0.928 3.472 -0.261
H 2.572 3.368 -0.727
H 2.248 6.200 -2.664
H 3.321 5.050 -1.936
C -1.550 -5.024 -0.709
O -2.563 -4.950 -0.045
N -0.705 -4.059 -0.891
N -1.251 -6.032 -1.525
H 0.163 -4.226 -1.380
H -1.138 -3.159 -0.742
H -2.013 -6.685 -1.646
H -0.326 -6.050 -1.930
```

Calculated values
maximum force: 10.8 eV/A
relative energy (zero: lowest compared OMol25 entry of this formula, charge and spin): 232.58 kcal/mol
HOMO-LUMO gap: 9.14 eV
charge: 0
structure (SMILES): NC(N)=O.NC(N)=O.NC(N)=O.NC(N)=O.NC(N)=O.NC(N)=O.NC(N)=O.NC(N)=O.NC(N)=O.NC(N)=O.NC(N)=O


[4]
Below is 14 unconnected molecules or ions with the total composition C4H37NO13S at a distorted geometry, with properties calculated with the ωB97M-V functional and the def2-TZVPD basis.

XYZ file:
```
56
Properties=species:S:1:pos:R:3
C 1.056 0.343 0.749
N -0.412 0.374 0.824
C -1.059 -0.684 0.072
C -2.481 -0.297 -0.250
S -3.750 -1.397 0.561
C 1.629 1.453 1.668
H 1.434 0.542 -0.257
H 1.354 -0.615 1.147
H -0.707 1.310 0.606
H -0.477 -0.741 -0.880
H -0.816 -1.725 0.310
H -2.719 -0.290 -1.308
H -2.746 0.648 0.187
H -3.060 -2.544 0.395
H 2.628 1.257 2.056
H 0.908 1.539 2.457
H 1.738 2.365 1.079
H -2.976 3.563 1.198
H -1.376 3.391 1.501
O -2.132 3.191 0.949
H 3.102 -1.190 2.090
H 3.510 -1.610 0.668
O 3.707 -1.765 1.610
H -1.039 2.221 4.071
H -0.430 1.450 2.786
O -1.097 2.066 3.128
H -2.837 1.565 -4.078
H -2.162 0.167 -4.575
O -2.067 1.108 -4.420
H 1.090 -0.566 3.987
H 0.211 -1.610 3.333
O 1.062 -1.164 3.233
H -0.935 3.416 -2.926
H -0.244 4.156 -1.801
O -0.382 4.191 -2.753
H 1.239 -3.314 2.796
H 2.652 -3.919 2.670
O 1.720 -4.145 2.762
H 1.541 -0.368 -3.150
H 1.697 -1.458 -4.242
O 1.493 -1.315 -3.315
H -2.616 3.636 -1.417
H -3.292 2.252 -1.539
O -2.554 2.781 -1.853
H -1.585 -0.990 2.448
H -2.598 -0.529 3.345
O -1.784 -1.039 3.396
H 0.015 0.589 -5.142
H 0.675 1.893 -4.598
O 0.808 0.954 -4.751
H 2.881 -1.489 -1.993
H 3.546 -2.630 -1.292
O 3.325 -1.700 -1.159
H 1.093 -4.419 -0.558
H 2.191 -4.366 0.553
O 2.027 -4.542 -0.380
```

Calculated values
maximum force: 3.4 eV/A
relative energy (zero: lowest compared OMol25 entry of this formula, charge and spin): 23.92 kcal/mol
HOMO-LUMO gap: 8.99 eV
charge: 0